Entry 1:
Molecular formula: C38H34CaN5OS3
Method: DFT, ωB97M-V/def2-TZVPD

Properties
Energy relative to the best compared isomer or geometry (same formula, charge and spin) (kJ/mol): 23.8
LUMO energy (spin up / spin down) (eV): 3.90 / 3.90
Charge: -2
Spin multiplicity: 2

Structure (XYZ):
```
82
Properties=species:S:1:pos:R:3:mulliken_charge:R:1
Ca 0.224 -1.415 0.389 1.710
C -2.015 1.984 4.948 -1.188
C -0.790 2.011 4.032 -1.092
C -1.051 2.662 2.694 1.330
C -1.003 4.050 2.589 -0.414
C -1.180 4.684 1.372 -1.125
C -1.378 3.916 0.232 -0.598
C -1.419 2.529 0.294 0.986
C -1.555 1.727 -0.971 1.795
C -2.928 1.092 -1.192 -1.384
C -1.293 1.896 1.542 -1.355
N -1.302 0.496 1.611 0.943
C -2.322 -0.094 2.143 -0.615
C -2.392 -1.491 2.350 -0.192
C -3.470 -2.258 2.829 -0.948
C -3.034 -3.580 2.798 -0.871
C -1.716 -3.542 2.299 -0.456
N -1.324 -2.294 2.039 -0.088
H -1.760 1.571 5.926 0.381
H -2.808 1.369 4.522 0.271
H -2.414 2.992 5.094 0.330
H -0.428 0.995 3.874 0.181
H 0.010 2.565 4.531 0.594
H -0.805 4.635 3.483 0.404
H -1.135 5.765 1.304 0.383
H -1.477 4.395 -0.737 0.477
H -0.790 0.945 -0.995 -0.140
H -1.339 2.393 -1.805 -1.151
H -3.147 0.340 -0.435 0.263
H -2.953 0.596 -2.165 0.362
H -3.714 1.852 -1.163 0.310
H -3.196 0.495 2.448 0.443
H -4.435 -1.883 3.141 0.422
H -3.589 -4.462 3.079 0.387
H -1.049 -4.372 2.112 0.504
O 1.697 0.274 0.420 -0.714
N 2.251 1.239 -0.272 0.232
C 2.019 2.505 0.128 -0.204
C 2.590 3.592 -0.485 -0.779
C 3.438 3.353 -1.576 -0.249
C 3.663 2.066 -1.989 -0.768
C 3.095 0.927 -1.339 0.105
S 3.376 -0.652 -1.781 -0.345
H 1.343 2.574 0.969 0.490
H 2.373 4.584 -0.116 0.434
H 3.917 4.178 -2.094 0.326
H 4.313 1.848 -2.825 0.355
S 2.342 -5.647 -0.470 -0.568
C 3.203 -5.024 0.918 0.937
C 4.266 -5.577 1.600 -0.527
C 4.809 -4.897 2.697 -0.514
C 4.266 -3.670 3.077 -0.574
C 3.198 -3.106 2.400 -0.496
C 2.631 -3.779 1.298 -0.898
N 1.582 -3.361 0.565 0.049
C 1.273 -4.215 -0.451 -0.066
C 0.246 -4.040 -1.430 1.236
C -0.005 -5.087 -2.355 -1.243
C -0.997 -4.969 -3.314 -0.438
C -1.761 -3.810 -3.378 -0.836
C -1.499 -2.776 -2.465 0.360
C -0.517 -2.816 -1.479 -0.594
H 4.679 -6.530 1.286 0.344
H 5.648 -5.319 3.239 0.331
H 4.694 -3.137 3.920 0.339
H 2.797 -2.144 2.696 0.419
H 0.577 -6.004 -2.317 0.263
H -1.171 -5.785 -4.010 0.309
H -2.539 -3.703 -4.129 0.347
H -2.105 -1.874 -2.565 0.201
S 0.042 0.191 -4.216 -0.249
C -0.212 1.821 -4.195 0.077
N 0.719 2.665 -3.614 0.131
C 0.559 3.997 -3.446 0.061
C -0.554 4.626 -3.899 -0.766
C -1.544 3.836 -4.546 -0.049
C -1.377 2.499 -4.693 -0.697
H 1.542 2.213 -3.223 0.049
H 1.362 4.494 -2.923 0.186
H -0.679 5.689 -3.755 0.414
H -2.448 4.306 -4.913 0.347
H -2.127 1.880 -5.164 0.379
```

=====

Entry 2:
Molecular formula: C38H34HgN8S
Method: DFT, ωB97M-V/def2-TZVPD

Properties
Energy relative to the best compared isomer or geometry (same formula, charge and spin) (kJ/mol): 0.0
LUMO energy (spin up / spin down) (eV): 2.58 / 2.41
Charge: -1
Spin multiplicity: 2

Structure (XYZ):
```
82
Properties=species:S:1:pos:R:3:nbo_charge:R:1
Hg 0.760 -0.117 -1.039 0.817
C 6.388 1.914 -0.691 -0.262
C 5.110 2.055 -1.220 0.014
N 4.022 1.771 -0.529 -0.409
C 4.162 1.293 0.702 0.129
C 5.398 1.056 1.326 -0.064
C 6.523 1.424 0.587 -0.168
C 5.539 0.451 2.632 -0.322
C 4.673 -0.397 3.231 -0.154
C 3.384 -0.879 2.850 -0.401
C 2.541 -0.309 1.908 0.169
N 1.441 -0.800 1.349 -0.652
C 0.728 -1.839 1.901 0.267
C 0.532 -2.001 3.260 -0.302
C -0.312 -2.995 3.786 -0.191
C -0.981 -3.862 2.980 -0.241
C -0.823 -3.746 1.581 -0.084
C -1.498 -4.596 0.676 -0.155
C -1.328 -4.444 -0.663 -0.225
C -0.469 -3.422 -1.120 0.039
N 0.181 -2.633 -0.315 -0.447
C 0.024 -2.755 1.030 0.101
H 7.255 2.189 -1.278 0.209
H 4.950 2.420 -2.228 0.190
H 7.507 1.298 1.026 0.205
H 6.499 0.593 3.114 0.194
H 5.060 -0.842 4.144 0.194
H 3.053 -1.779 3.343 0.210
H 1.017 -1.310 3.934 0.212
H -0.434 -3.061 4.861 0.200
H -1.636 -4.622 3.384 0.199
H -2.158 -5.360 1.071 0.202
H -1.846 -5.074 -1.374 0.205
H -0.323 -3.239 -2.181 0.210
C -2.604 2.589 1.079 -0.594
C -1.963 1.223 1.314 -0.424
C -2.955 0.103 1.139 -0.035
C -3.850 -0.160 2.165 -0.207
C -4.802 -1.162 2.056 -0.237
C -4.855 -1.906 0.893 -0.210
C -3.987 -1.671 -0.170 -0.069
C -4.115 -2.556 -1.385 -0.430
C -5.312 -2.206 -2.270 -0.592
C -3.025 -0.655 -0.052 0.216
N -2.050 -0.459 -1.042 -0.566
C -2.389 -0.336 -2.276 0.153
C -1.471 -0.415 -3.373 -0.046
C -1.778 -0.327 -4.734 -0.267
C -0.569 -0.524 -5.415 -0.359
C 0.397 -0.715 -4.419 -0.050
N -0.148 -0.666 -3.195 -0.589
H -1.891 3.393 1.263 0.203
H -3.469 2.738 1.730 0.190
H -2.936 2.679 0.045 0.214
H -1.547 1.171 2.325 0.198
H -1.132 1.102 0.621 0.232
H -3.783 0.428 3.074 0.198
H -5.480 -1.370 2.873 0.200
H -5.579 -2.709 0.799 0.194
H -4.229 -3.587 -1.036 0.202
H -3.197 -2.531 -1.977 0.228
H -6.243 -2.279 -1.706 0.197
H -5.378 -2.880 -3.125 0.202
H -5.241 -1.187 -2.648 0.201
H -3.441 -0.217 -2.564 0.155
H -2.756 -0.145 -5.153 0.200
H -0.402 -0.522 -6.480 0.201
H 1.457 -0.892 -4.542 0.185
S -0.072 2.750 -2.069 -0.155
C 0.851 4.043 -1.660 0.204
N 1.675 3.960 -0.555 -0.538
C 2.428 4.968 -0.080 0.119
C 2.436 6.165 -0.725 -0.393
C 1.644 6.208 -1.902 0.120
N 0.910 5.235 -2.365 -0.463
H 1.722 3.079 -0.062 0.472
H 3.003 4.738 0.808 0.236
H 3.018 7.002 -0.379 0.224
H 1.644 7.117 -2.498 0.183
N 2.226 2.113 1.820 -0.661
C 2.902 1.090 1.485 0.320
H 1.394 1.801 2.333 0.350
```

=====

Entry 3:
Molecular formula: C38H34N3O3P2V
Method: DFT, ωB97M-V/def2-TZVPD

Properties
Energy relative to the best compared isomer or geometry (same formula, charge and spin) (kJ/mol): 54.2
LUMO energy (spin up / spin down) (eV): -6.33 / -6.68
Charge: +2
Spin multiplicity: 3

Structure (XYZ):
```
81
Properties=species:S:1:pos:R:3:mulliken_charge:R:1
V -0.813 0.123 0.011 -0.068
O -1.513 1.525 -1.591 -0.429
N -0.501 0.572 -1.891 0.825
C 0.162 0.590 -2.974 -0.962
C 1.230 -0.392 -3.151 0.987
C 1.947 -0.279 -4.340 -0.986
C 3.002 -1.139 -4.613 -0.829
C 3.327 -2.115 -3.691 -0.833
C 2.606 -2.240 -2.504 -0.205
C 1.556 -1.389 -2.202 0.308
P 0.605 -1.757 -0.659 2.305
C -0.225 -3.310 -1.024 0.428
C -1.474 -3.245 -1.638 0.017
C -2.125 -4.405 -2.025 -0.692
C -1.526 -5.636 -1.799 -0.677
C -0.278 -5.707 -1.191 -0.774
C 0.377 -4.549 -0.805 -0.401
C 1.845 -2.023 0.621 0.680
C 3.052 -1.321 0.570 -0.766
C 3.959 -1.425 1.612 -0.773
C 3.660 -2.216 2.715 -0.735
C 2.452 -2.898 2.779 -0.882
C 1.543 -2.804 1.736 -0.491
H -1.105 2.410 -1.564 0.420
H -0.059 1.323 -3.747 0.415
H 1.678 0.491 -5.052 0.469
H 3.559 -1.044 -5.534 0.437
H 4.145 -2.796 -3.887 0.472
H 2.885 -3.020 -1.806 0.449
H -1.941 -2.283 -1.812 -0.449
H -3.098 -4.347 -2.495 0.520
H -2.033 -6.544 -2.095 0.430
H 0.185 -6.668 -1.014 0.453
H 1.347 -4.617 -0.329 0.395
H 3.295 -0.694 -0.279 0.418
H 4.898 -0.891 1.563 0.486
H 4.370 -2.301 3.526 0.452
H 2.213 -3.506 3.641 0.497
H 0.601 -3.333 1.810 0.513
O -1.303 -2.131 3.223 -0.563
C -1.746 -1.420 2.377 0.304
O -0.943 -0.481 1.758 0.138
C -3.172 -1.406 1.864 -1.227
P -3.268 -0.447 0.309 2.223
C -3.586 1.276 0.821 0.379
C -4.256 2.115 -0.077 -0.875
C -4.431 3.456 0.214 -0.730
C -3.932 3.984 1.401 -0.553
C -3.266 3.163 2.294 -0.758
C -3.086 1.814 2.007 -0.383
C -4.744 -0.953 -0.578 0.187
C -5.980 -0.934 0.072 -0.375
C -7.122 -1.327 -0.602 -0.795
C -7.040 -1.732 -1.930 -0.500
C -5.819 -1.739 -2.586 -0.860
C -4.671 -1.353 -1.909 0.018
H -3.822 -0.981 2.632 0.556
H -3.498 -2.433 1.694 0.469
H -4.666 1.714 -0.997 0.492
H -4.972 4.089 -0.477 0.455
H -4.080 5.030 1.632 0.449
H -2.895 3.565 3.228 0.484
H -2.570 1.196 2.728 0.252
H -6.057 -0.603 1.102 0.391
H -8.079 -1.315 -0.098 0.448
H -7.935 -2.036 -2.456 0.411
H -5.760 -2.040 -3.623 0.468
H -3.722 -1.343 -2.432 0.300
N 1.224 0.747 2.780 0.069
C 1.152 1.767 1.920 0.578
C 1.470 3.073 2.393 -1.161
C 1.546 4.114 1.527 -0.401
C 1.334 3.873 0.150 -1.295
C 0.984 2.616 -0.218 -0.721
N 0.804 1.548 0.628 0.550
H 1.434 0.927 3.746 0.256
H 0.907 -0.177 2.536 -0.280
H 1.664 3.205 3.449 0.449
H 1.791 5.105 1.884 0.475
H 1.470 4.644 -0.593 0.506
H 0.891 2.387 -1.272 0.747
```

=====

Entry 4:
Molecular formula: C38H35N8O5S2Zr
Method: DFT, ωB97M-V/def2-TZVPD

Properties
Energy relative to the best compared isomer or geometry (same formula, charge and spin) (kJ/mol): 60.8
LUMO energy (eV): -3.43
Charge: +1

Structure (XYZ):
```
89
Properties=species:S:1:pos:R:3:mulliken_charge:R:1
Zr 1.344 -0.339 1.770 0.398
C 2.739 1.925 5.155 -0.846
C 1.597 2.624 5.554 -0.407
C 0.356 2.146 5.213 -0.543
C 0.239 0.988 4.432 0.419
N 1.350 0.355 3.989 -0.268
C 2.560 0.808 4.389 -0.073
N -1.051 0.531 4.209 -0.549
C -1.324 -0.469 3.454 0.009
N -0.457 -1.167 2.642 0.184
C -1.089 -2.270 2.122 -0.430
N -0.534 -3.249 1.497 -0.493
C 0.834 -3.472 1.580 0.449
C 1.282 -4.703 1.089 -0.588
C 2.582 -5.092 1.300 -0.375
C 3.435 -4.264 2.034 -0.798
C 2.953 -3.051 2.439 -0.196
N 1.700 -2.619 2.181 0.117
C -2.524 -2.178 2.469 0.583
C -3.598 -2.983 2.145 -0.163
C -4.833 -2.641 2.686 -0.731
C -4.972 -1.546 3.537 -0.679
C -3.880 -0.752 3.875 -0.047
C -2.662 -1.084 3.316 0.238
H 3.733 2.253 5.420 0.464
H 1.688 3.528 6.140 0.441
H -0.555 2.629 5.532 0.502
H 3.414 0.231 4.043 0.465
H 0.565 -5.328 0.578 0.535
H 2.934 -6.042 0.920 0.464
H 4.451 -4.548 2.262 0.472
H 3.587 -2.357 2.978 0.319
H -3.477 -3.840 1.497 0.556
H -5.704 -3.238 2.449 0.456
H -5.946 -1.316 3.947 0.444
H -3.972 0.092 4.545 0.564
C 3.794 2.973 -5.002 -1.594
C 3.526 1.975 -3.914 0.949
C 3.963 0.658 -4.030 -0.864
C 3.692 -0.276 -3.042 -0.604
C 2.965 0.122 -1.930 -0.081
C 2.515 1.431 -1.786 -0.386
C 2.806 2.347 -2.777 -1.166
S 2.636 -1.053 -0.680 1.953
O 1.168 -0.841 -0.306 0.019
O 2.897 -2.372 -1.152 -0.743
N 3.338 -0.659 0.683 -0.474
C 4.248 0.484 0.775 -0.726
C 3.526 1.716 1.329 0.633
O 4.098 2.738 1.581 -0.642
O 2.220 1.512 1.513 -0.556
H 4.692 2.720 -5.562 0.437
H 3.908 3.978 -4.597 0.391
H 2.958 2.992 -5.706 0.283
H 4.524 0.356 -4.905 0.412
H 4.026 -1.300 -3.134 0.562
H 1.945 1.727 -0.913 0.506
H 2.472 3.372 -2.668 0.499
H 4.710 0.743 -0.178 0.412
H 5.068 0.242 1.455 0.426
C -6.122 0.390 -1.055 -1.470
C -4.776 0.757 -0.446 0.316
C -3.850 1.374 -1.485 -0.715
N -2.577 1.820 -0.896 0.034
C -1.667 0.988 -0.375 0.282
S -0.814 1.469 1.002 -0.661
N -1.507 -0.234 -0.945 0.881
C -1.645 -0.682 -2.289 0.240
O -1.837 -1.855 -2.467 -0.575
C -1.453 0.295 -3.392 0.210
C -0.638 1.413 -3.261 0.556
C -0.437 2.249 -4.347 -0.997
C -1.062 1.978 -5.557 -0.593
C -1.872 0.857 -5.691 -0.731
C -2.059 0.009 -4.613 -0.512
H -6.767 -0.087 -0.320 0.395
H -5.999 -0.304 -1.889 0.351
H -6.640 1.274 -1.430 0.371
H -4.298 -0.134 -0.027 0.013
H -4.907 1.459 0.381 0.297
H -4.307 2.251 -1.945 0.562
H -3.660 0.678 -2.296 0.081
H -2.611 2.709 -0.417 0.368
H -1.096 -0.955 -0.366 -0.450
H -0.135 1.620 -2.325 0.342
H 0.206 3.114 -4.251 0.516
H -0.914 2.640 -6.401 0.431
H -2.350 0.642 -6.637 0.417
H -2.666 -0.883 -4.701 0.504
```

=====

Entry 5:
Molecular formula: C38H36B2F3O6
Method: DFT, ωB97M-V/def2-TZVPD

Properties
LUMO energy (eV): 0.27
Charge: -1

Structure (XYZ):
```
85
Properties=species:S:1:pos:R:3:mulliken_charge:R:1
C 2.502 -0.789 0.587 -1.079
C 2.454 0.194 -0.369 -0.231
B 1.205 0.572 -1.313 1.026
C -0.254 0.764 -0.571 -0.546
C -0.304 1.082 0.946 -1.013
C -1.365 0.225 1.657 0.927
C -1.026 -1.283 1.625 -1.123
C -1.512 0.661 3.132 -1.772
B 1.048 -0.701 -2.462 0.411
O 2.172 -1.505 -2.779 -0.510
O -0.149 -1.040 -3.127 -0.764
C -0.713 -2.250 -2.691 0.233
C -2.012 -2.504 -3.483 -1.357
C 1.549 1.950 -2.129 0.424
F 1.440 3.057 -1.328 -0.285
F 2.794 1.991 -2.683 -0.223
F 0.703 2.223 -3.170 -0.310
H 2.403 -1.837 0.314 0.193
H 2.691 -0.507 1.622 0.272
H 3.355 0.822 -0.458 0.222
H -0.759 1.590 -1.080 0.245
H -0.912 -0.092 -0.743 0.048
H -0.664 2.110 1.065 0.301
H 0.643 1.021 1.483 0.208
H -2.299 0.400 1.119 0.347
H -0.133 -1.469 1.028 0.118
H -1.827 -1.802 1.091 0.176
H -0.914 -1.734 2.609 0.474
H -0.691 0.204 3.681 0.357
H -2.445 0.240 3.510 0.414
H -1.494 1.745 3.225 0.403
H 2.375 -2.143 -2.083 0.234
H -0.052 -3.113 -2.833 0.306
H -0.990 -2.237 -1.629 -0.064
H -1.884 -3.279 -4.235 0.302
H -2.257 -1.577 -4.000 0.326
H -2.852 -2.742 -2.833 0.344
C -9.327 0.870 3.502 -0.449
C -8.228 1.288 2.757 -0.486
C -7.100 1.774 3.395 -0.568
C -7.070 1.856 4.782 0.209
C -8.181 1.458 5.529 0.204
C -9.305 0.956 4.884 -0.579
C -8.185 1.581 7.012 0.527
O -9.149 1.232 7.663 -0.675
C -6.982 2.151 7.679 0.203
C -6.985 2.326 9.057 -0.571
C -5.869 2.842 9.691 -0.444
C -4.738 3.179 8.953 -0.480
C -4.731 3.012 7.578 -0.557
C -5.854 2.507 6.936 0.189
C -5.843 2.365 5.454 0.592
O -4.861 2.660 4.809 -0.660
H -10.204 0.482 3.001 0.394
H -8.252 1.231 1.677 0.406
H -6.243 2.094 2.818 0.526
H -10.160 0.636 5.463 0.464
H -7.863 2.061 9.631 0.462
H -5.875 2.982 10.765 0.394
H -3.864 3.576 9.451 0.400
H -3.855 3.277 7.002 0.502
C 3.475 -1.655 -6.647 -0.638
C 3.392 -0.681 -5.658 -0.302
C 4.530 -0.287 -4.972 -0.803
C 5.753 -0.876 -5.267 0.269
C 5.832 -1.874 -6.247 0.309
C 4.689 -2.251 -6.940 -0.606
C 7.118 -2.551 -6.545 0.658
O 7.193 -3.415 -7.398 -0.691
C 8.325 -2.154 -5.767 0.137
C 9.528 -2.813 -5.991 -0.566
C 10.661 -2.446 -5.285 -0.444
C 10.599 -1.411 -4.356 -0.463
C 9.402 -0.755 -4.126 -0.493
C 8.260 -1.129 -4.823 0.156
C 6.971 -0.434 -4.538 0.449
O 6.927 0.466 -3.727 -0.648
H 2.584 -1.954 -7.185 0.415
H 2.439 -0.228 -5.421 0.374
H 4.463 0.473 -4.206 0.687
H 4.752 -3.013 -7.705 0.456
H 9.575 -3.615 -6.715 0.458
H 11.595 -2.965 -5.457 0.388
H 11.487 -1.121 -3.809 0.389
H 9.351 0.046 -3.401 0.475
```